DFT (wB97M-V/def2-TZVPD) results for a cluster of 2 separate species, C6H24IN2O2P2Si2 in total in a non-equilibrium geometry.

* spin multiplicity: 1
* molecular weight: 401.3 u
* energy: -56117.8942 eV
* charge: +1

Cartesian coordinates (Å):
N -1.64 -1.01 4.67
P -2.22 -0.54 3.33
N -3.76 -1.51 3.05
P -5.47 -0.68 3.31
O -4.97 0.69 3.96
I -6.03 -1.92 5.28
H -1.52 -0.26 5.35
H -1.49 -0.88 2.20
H -2.49 0.83 3.28
H -3.63 -2.32 3.67
H -3.78 -1.86 2.09
H -5.07 1.41 3.32
O 0.86 0.08 -1.83
Si 0.75 1.34 -0.79
C 1.63 2.84 -1.47
C 1.51 0.88 0.86
C -1.05 1.77 -0.51
Si 2.01 -0.86 -2.56
C 1.17 -2.13 -3.63
C 3.03 -1.74 -1.27
C 3.13 0.19 -3.62
H 2.70 2.67 -1.54
H 1.46 3.71 -0.83
H 1.26 3.08 -2.48
H 1.09 -0.05 1.24
H 1.33 1.67 1.59
H 2.59 0.74 0.77
H -1.60 0.92 -0.09
H -1.54 2.06 -1.44
H -1.12 2.61 0.19
H 0.51 -2.78 -3.05
H 1.92 -2.76 -4.11
H 0.57 -1.66 -4.42
H 3.63 -1.04 -0.68
H 3.71 -2.45 -1.74
H 2.40 -2.30 -0.57
H 3.73 0.87 -3.01
H 2.55 0.79 -4.33
H 3.81 -0.44 -4.19

Results of the Löwdin charge analysis, in e, for atoms 1 through 4: -0.247 0.713 -0.318 0.474